--- A ---
Density functional theory data (wB97M-V/def2-TZVPD) for an isolated molecule of C5H8ClNS.

Values from the calculation:
Total charge: 0
Kohn-Sham gap (eV): 9.228
LUMO level (eV): 0.75
SMILES: N[C@]12CSC[C@@H]1[C@@H]2Cl

Each atom is followed by the atoms it is bonded to, with distances in Å.
Geometry (Å):
1 N 0.094 -1.119 -1.002  C2 1.429, H9 1.007, H10 1.025
2 C 0.013 -0.683 0.357  N1 1.429, C3 1.541, C6 1.566, C7 1.503
3 C -1.425 -0.973 0.828  C2 1.541, S4 1.849, H11 1.103, H12 1.098
4 S -2.376 0.205 -0.232  C3 1.849, C5 1.929
5 C -0.868 1.389 -0.440  S4 1.929, C6 1.493, H13 1.095, H14 1.091
6 C 0.078 0.865 0.590  C2 1.566, C5 1.493, C7 1.534, H15 1.109
7 C 1.300 -0.040 0.793  C2 1.503, C6 1.534, Cl8 1.777, H16 1.050
8 Cl 2.754 0.143 -0.212  C7 1.777
9 H -0.834 -1.223 -1.380  N1 1.007
10 H 0.534 -2.022 -1.203  N1 1.025
11 H -1.520 -0.799 1.913  C3 1.103
12 H -1.744 -1.996 0.587  C3 1.098
13 H -0.528 1.302 -1.477  C5 1.095
14 H -1.198 2.420 -0.296  C5 1.091
15 H -0.303 1.113 1.602  C6 1.109
16 H 1.553 -0.020 1.812  C7 1.050

--- B ---
Density functional theory data (wB97M-V/def2-TZVPD) for an isolated molecule of C5H8ClNS.

Values from the calculation:
Total charge: 0
Kohn-Sham gap (eV): 7.903
LUMO level (eV): -0.47
SMILES: C=CN(CC)C(=S)Cl

Each atom is followed by the atoms it is bonded to, with distances in Å.
Geometry (Å):
1 C 0.349 1.971 0.335  C2 1.332, H9 1.012, H10 1.018
2 C -0.924 1.587 0.256  C1 1.332, N3 1.369, H11 1.050
3 N -1.324 0.278 0.278  C2 1.369, C4 1.457, C6 1.667
4 C -0.458 -0.867 0.528  N3 1.457, C5 1.508, H12 1.219, H13 1.229
5 C 0.280 -1.347 -0.696  C4 1.508, H14 0.996, H15 1.106, H16 1.205
6 C -2.915 0.012 -0.145  N3 1.667, S7 1.627, Cl8 1.708
7 S -3.966 1.210 -0.471  C6 1.627
8 Cl -3.359 -1.635 -0.061  C6 1.708
9 H 0.591 2.944 0.466  C1 1.012
10 H 1.101 1.289 0.415  C1 1.018
11 H -1.602 2.385 0.337  C2 1.050
12 H -1.161 -1.732 1.021  C4 1.219
13 H 0.324 -0.503 1.404  C4 1.229
14 H -0.381 -1.330 -1.440  C5 0.996
15 H 1.042 -0.638 -1.072  C5 1.106
16 H 0.663 -2.472 -0.495  C5 1.205

Energy ordering: A at the bottom, the next structure 17.3 kJ/mol above.

--- A ---
Density functional theory data (wB97M-V/def2-TZVPD) for a cluster of 2 separate species, CH3Cl2OPS in total.

Values from the calculation:
Total charge: 0
Kohn-Sham gap (spin up / spin down) (eV): 7.719 / 8.573
Multiplicity: 3
LUMO level (spin up / spin down) (eV): 0.48 / -2.29
<S²>: 2.0055

Each atom is followed by the atoms it is bonded to, with distances in Å.
Geometry (Å):
1 C -1.192 -0.560 -2.040  S4 1.611, H7 1.034, H9 1.115
2 O 0.490 1.933 1.744  P3 1.462
3 P 0.922 0.543 1.607  O2 1.462, Cl5 2.010, Cl6 1.966, H8 1.426
4 S -0.763 0.840 -2.713  C1 1.611
5 Cl -0.629 -0.736 1.621  P3 2.010
6 Cl 2.226 0.058 2.995  P3 1.966
7 H -0.920 -1.376 -2.614  C1 1.034
8 H 1.490 -0.008 0.421  P3 1.426
9 H -1.624 -0.694 -1.021  C1 1.115

--- B ---
Density functional theory data (wB97M-V/def2-TZVPD) for a cluster of 2 separate species, CH3Cl2OPS in total.

Values from the calculation:
Total charge: 0
Kohn-Sham gap (spin up / spin down) (eV): 7.713 / 6.763
Multiplicity: 3
LUMO level (spin up / spin down) (eV): 0.69 / -2.99
<S²>: 2.0105

Each atom is followed by the atoms it is bonded to, with distances in Å.
Geometry (Å):
1 C -1.466 -0.070 0.763  Cl5 1.690, H7 1.079, H8 1.079
2 O 0.975 0.993 -1.392  P3 1.620, H9 0.965
3 P 0.968 -0.036 -0.141  O2 1.620, S4 1.947, Cl6 1.996
4 S 1.785 -1.732 -0.638  P3 1.947
5 Cl -2.038 -1.637 0.491  C1 1.690
6 Cl 1.940 1.054 1.219  P3 1.996
7 H -1.915 0.696 0.149  C1 1.079
8 H -1.284 0.183 1.795  C1 1.079
9 H 1.035 0.549 -2.246  O2 0.965

Energy ordering: A at the bottom, the next structure 61.1 kJ/mol above.

--- A ---
Density functional theory data (wB97M-V/def2-TZVPD) for the ion C4H7INO with charge +1.

Values from the calculation:
Total charge: +1
Kohn-Sham gap (eV): 9.580
LUMO level (eV): -4.19

Each atom is followed by the atoms it is bonded to, with distances in Å.
Geometry (Å):
1 C 0.662 0.864 0.113  N5 1.484, O6 1.428, H8 1.122, H9 1.088
2 C 1.254 -0.546 -1.614  O6 1.312, I7 2.091, H10 1.060
3 C -1.202 0.230 1.426  N5 1.400, H11 1.011, H12 1.089, H13 1.124
4 C -0.246 -1.235 -0.266  N5 1.247, H14 1.065
5 N -0.308 -0.210 0.443  C1 1.484, C3 1.400, C4 1.247
6 O 1.687 0.292 -0.701  C1 1.428, C2 1.312
7 I 0.210 0.141 -3.289  C2 2.091
8 H 0.072 1.575 -0.524  C1 1.122
9 H 0.921 1.318 1.067  C1 1.088
10 H 1.892 -1.379 -1.763  C2 1.060
11 H -1.807 1.011 1.209  C3 1.011
12 H -0.528 0.683 2.151  C3 1.089
13 H -1.849 -0.592 1.836  C3 1.124
14 H -0.757 -2.152 -0.088  C4 1.065

--- B ---
Density functional theory data (wB97M-V/def2-TZVPD) for the ion C4H7INO with charge +1.

Values from the calculation:
Total charge: +1
Kohn-Sham gap (eV): 9.065
LUMO level (eV): -4.73

Each atom is followed by the atoms it is bonded to, with distances in Å.
Geometry (Å):
1 C 1.166 0.960 0.077  C2 1.466, C3 1.516, O6 1.192
2 C 0.465 0.931 -1.210  C1 1.466, H8 1.078, H9 1.044
3 C -0.048 0.693 0.944  C1 1.516, C4 1.493, H10 1.090, H11 1.064
4 C -0.762 -0.232 0.015  C3 1.493, N5 1.465, I7 2.168
5 N -0.221 -1.591 0.100  C4 1.465, H12 1.099, H13 0.949, H14 1.106
6 O 2.344 0.858 0.224  C1 1.192
7 I -2.922 -0.207 -0.176  C4 2.168
8 H -0.159 1.800 -1.351  C2 1.078
9 H 0.773 0.450 -2.083  C2 1.044
10 H 0.179 0.347 1.952  C3 1.090
11 H -0.579 1.612 1.013  C3 1.064
12 H -0.731 -2.268 -0.599  N5 1.099
13 H -0.357 -2.024 0.933  N5 0.949
14 H 0.852 -1.329 0.162  N5 1.106

Energy ordering: A at the bottom, the next structure 10.0 kJ/mol above.

--- A ---
Density functional theory data (wB97M-V/def2-TZVPD) for a cluster of 3 separate species, CH7N6 in total.

Values from the calculation:
Total charge: +1
Kohn-Sham gap (eV): 10.021
LUMO level (eV): -3.36

Each atom is followed by the atoms it is bonded to, with distances in Å.
Geometry (Å):
1 C 0.287 1.439 0.260  N2 1.152, N6 1.304
2 N -0.599 0.970 -0.306  C1 1.152
3 N 2.186 -1.128 -1.278  N5 1.129
4 N 1.795 -1.378 0.970  N5 1.184, H8 1.031
5 N 2.089 -1.353 -0.176  N3 1.129, N4 1.184
6 N 1.287 2.111 0.760  C1 1.304, H10 1.025, H11 0.963
7 N -2.528 -0.723 -0.661  H9 1.075, H12 1.046, H13 1.019, H14 1.086
8 H 2.577 -1.775 1.511  N4 1.031
9 H -1.918 0.162 -0.666  N7 1.075
10 H 1.384 3.103 1.001  N6 1.025
11 H 2.019 1.554 1.042  N6 0.963
12 H -3.399 -0.605 -0.094  N7 1.046
13 H -2.247 -1.703 -0.695  N7 1.019
14 H -2.932 -0.675 -1.667  N7 1.086

--- B ---
Density functional theory data (wB97M-V/def2-TZVPD) for a cluster of 2 separate species, CH7N6 in total.

Values from the calculation:
Total charge: +1
Kohn-Sham gap (spin up / spin down) (eV): 7.713 / 7.756
LUMO level (spin up / spin down) (eV): -5.61 / -5.65

Each atom is followed by the atoms it is bonded to, with distances in Å.
Geometry (Å):
1 C -1.739 0.337 -1.587  N3 1.295, N4 1.199
2 N -1.740 2.173 -3.113  N4 1.192, H9 1.048
3 N -1.827 -0.781 -0.940  C1 1.295, N7 1.271
4 N -1.670 1.240 -2.374  C1 1.199, N2 1.192
5 N -1.162 -2.515 0.361  N7 1.327, H10 0.952, H11 1.017
6 N 0.690 1.590 0.044  H8 1.055, H12 1.085, H13 1.003
7 N -1.186 -1.221 0.065  N3 1.271, N5 1.327, H14 1.016
8 H 0.532 2.632 0.020  N6 1.055
9 H -2.119 1.872 -4.042  N2 1.048
10 H -0.370 -2.874 0.750  N5 0.952
11 H -1.718 -3.121 -0.237  N5 1.017
12 H 1.595 1.584 0.642  N6 1.085
13 H 0.714 1.241 -0.896  N6 1.003
14 H -0.554 -0.607 0.570  N7 1.016

Energy ordering: A at the bottom, the next structure 357.3 kJ/mol above.